[1]
# C20H32N2OS

C20H32N2OS as an isolated structure (the ωB97M-V functional and the def2-TZVPD basis, OMol25).

Computed properties:
Orbital gap (Ha): 0.326
E_tot (Eh): -1363.467290
Energy relative to the best compared isomer or geometry (same formula, charge and spin) (eV): 21.8243

Cartesian coordinates (Å):
C1 1.94920 -0.78031 -5.23081
H1 2.46622 -0.73476 -6.08828
C2 0.31484 -0.87156 -5.45197
C3 -0.49509 -0.65247 -4.35685
C4 -0.36477 -1.62578 -3.45389
C5 -1.21037 -1.64274 -2.24855
C6 -0.99891 -2.80303 -1.20844
C7 -0.00367 -2.76579 -0.41112
C8 0.27733 -1.53826 0.40794
C9 1.40466 -0.54205 -0.13717
C10 1.39075 0.55075 0.62531
C11 0.20649 1.61223 0.19784
C12 0.49234 3.20812 0.94104
N1 0.29725 2.84263 2.51979
C13 1.26469 3.29062 3.22396
O1 2.61372 3.32001 2.88764
C14 1.05227 3.42496 4.72423
H2 1.37362 4.23420 5.13097
H3 1.18321 2.50396 5.43256
S1 -0.83335 3.21308 4.77071
C15 -1.03191 2.67387 2.95151
C16 -1.25479 0.97885 3.04439
C17 -0.50874 0.13188 3.70533
C18 -0.76835 -1.23912 3.70557
C19 -2.39016 -1.41117 3.09907
N2 -2.92581 -0.50825 2.63678
C20 -2.41286 0.86293 2.48410
H4 -3.35022 1.33664 2.15124
H5 -2.33302 -2.51598 3.06825
H6 -0.17094 -1.82771 4.18229
H7 0.35623 0.50139 4.10947
H8 -1.82367 3.27508 2.41146
H9 -0.30308 3.68324 0.69598
H10 1.52296 3.52551 0.77549
H11 -0.56491 1.23521 0.49544
H12 0.23153 1.74283 -0.66299
H13 1.39467 0.63165 1.64597
H14 2.62774 1.06519 0.42323
H15 1.10275 -0.43954 -1.18446
H16 2.35809 -1.28608 -0.18329
H17 -0.41190 -1.02089 0.73128
H18 0.88488 -2.07906 1.44326
H19 0.99175 -3.00560 -1.13386
H20 0.16904 -3.61296 0.22032
H21 -2.11930 -2.68668 -0.52026
H22 -1.33271 -3.59824 -1.52486
H23 -1.01658 -0.59280 -1.66640
H24 -2.21632 -1.48034 -2.48798
H25 0.53130 -1.87851 -2.98138
H26 -0.57134 -2.93248 -3.92774
H27 -0.31974 0.24096 -3.88223
H28 -1.60213 -0.65350 -4.69345
H29 0.08715 -1.78103 -5.89942
H30 0.25123 -0.10901 -6.29614
H31 2.21495 0.23979 -4.71070
H32 2.32374 -1.70989 -4.50017

=====

[2]
# C29H25ClO3

C29H25ClO3 in the gas phase (the ωB97M-V functional and the def2-TZVPD basis, OMol25).

Computed properties:
Structure (SMILES): COc1ccc(C(=C[C@@H](Oc2ccc(Cl)cc2)c2ccccc2)c2ccc(OC)cc2)cc1
Orbital gap (Ha): 0.287
E_tot (Eh): -1805.883106
Energy relative to the best compared isomer or geometry (same formula, charge and spin) (eV): 0.0000

Cartesian coordinates (Å):
Cl1 1.61920 -0.52416 4.33240
C1 0.18506 -0.39919 3.37411
C2 -0.59215 -1.53271 3.12811
C3 -1.63731 -1.45808 2.20087
C4 -2.17385 -0.18602 1.90417
O1 -3.51920 -0.12823 1.87405
C5 -1.31873 0.92826 1.97756
C6 -0.19145 0.82503 2.80794
H1 -0.40657 -2.47198 3.65851
H2 -2.21142 -2.32974 1.90436
H3 -1.58038 1.86102 1.49035
H4 0.39129 1.71845 3.02167
C7 -12.37828 3.15110 3.04471
O2 -11.69341 2.55347 1.92271
C8 -10.32690 2.54404 1.92727
C9 -9.67092 1.89742 0.85525
C10 -8.29368 1.71965 0.87424
C11 -7.48738 2.28762 1.89529
C12 -6.03010 2.08248 1.93077
C13 -5.50803 0.98732 1.28713
C14 -4.16178 0.93071 0.73404
C15 -3.95446 0.16604 -0.57498
C16 -2.65642 0.06530 -1.06672
C17 -2.32675 -0.92715 -1.97794
C18 -3.32111 -1.82149 -2.45336
C19 -4.64430 -1.63868 -2.03044
C20 -4.97052 -0.61295 -1.13035
C21 -5.16617 3.06840 2.64784
C22 -5.44545 4.45821 2.53934
C23 -4.62393 5.40579 3.11530
C24 -3.53827 4.96716 3.91238
O3 -2.61828 5.89783 4.29628
C25 -1.34062 5.43097 4.79576
C26 -3.32368 3.58207 4.15888
C27 -4.06565 2.66176 3.42655
C28 -8.15086 2.99637 2.91628
C29 -9.53735 3.11548 2.96449
H5 -13.42881 2.97258 2.83643
H6 -12.10059 2.66980 3.99687
H7 -12.20440 4.23502 3.10084
H8 -10.26586 1.51750 0.02310
H9 -7.79824 1.16727 0.07514
H10 -6.09518 0.05277 1.20761
H11 -3.57496 1.86222 0.79559
H12 -1.90438 0.76209 -0.71965
H13 -1.29570 -1.05636 -2.27391
H14 -3.06784 -2.61107 -3.15380
H15 -5.42554 -2.36758 -2.35999
H16 -6.02456 -0.43977 -0.85993
H17 -6.29184 4.80667 1.94284
H18 -4.76718 6.48325 2.95987
H19 -0.75526 6.31290 5.06018
H20 -1.48474 4.80668 5.68944
H21 -0.81808 4.86621 4.00636
H22 -2.56209 3.23242 4.86264
H23 -3.80407 1.59527 3.47810
H24 -7.58474 3.44907 3.71893
H25 -10.01905 3.63402 3.79811

=====

[3]
# C22H44BaN9O2Se3Si

C22H44BaN9O2Se3Si as an isolated structure (the ωB97M-V functional and the def2-TZVPD basis, OMol25).

Computed properties:
Net charge: +1
Orbital gap (Ha): 0.177
E_tot (Eh): -9027.014845
Energy relative to the best compared isomer or geometry (same formula, charge and spin) (eV): 0.1536

Cartesian coordinates (Å):
Ba1 0.14222 0.08975 -0.21156
C1 4.71255 0.42549 2.32642
Se1 3.45373 0.65105 0.86479
C2 3.56721 2.59669 0.76145
C3 2.62280 3.30086 1.72218
Se2 0.77798 3.22885 1.08191
C4 -0.07187 3.65245 2.77460
H1 5.70997 0.66986 1.97310
H2 4.67488 -0.61578 2.63508
H3 4.42708 1.06015 3.16115
H4 3.37930 2.86685 -0.27855
H5 4.60455 2.85309 0.97802
H6 2.89600 4.35072 1.83097
H7 2.64059 2.83281 2.70642
H8 0.11400 2.85593 3.49023
H9 -1.13828 3.74925 2.59336
H10 0.32333 4.59841 3.13503
C5 -0.12847 -1.16843 4.89463
O1 -0.87090 -1.98791 3.97510
C6 -0.68993 -1.72364 2.69262
O2 0.08667 -0.88082 2.25929
N1 -1.44910 -2.53042 1.91164
N2 -1.45691 -2.30523 0.53070
H11 -0.39161 -1.53310 5.88142
H12 -0.41834 -0.12538 4.78369
H13 0.93953 -1.27571 4.71840
H14 -2.20269 -3.03923 2.35087
H15 -2.30391 -1.81103 0.24593
H16 -1.39793 -3.19553 0.04889
C7 -4.12388 -0.55273 -1.41115
Si1 -3.13884 0.89861 -0.59674
C8 -3.38138 2.36287 -1.85361
C9 -2.82149 1.86230 -3.19268
C10 -2.54638 3.57347 -1.42392
C11 -4.82100 2.82471 -2.07884
C12 -4.17269 1.19622 1.03460
C13 -3.81361 2.54698 1.65576
C14 -5.69127 1.11404 0.86757
C15 -3.75700 0.10614 2.03278
H17 -5.11836 -0.24309 -1.74637
H18 -4.29216 -1.39099 -0.72478
H19 -3.60161 -0.95859 -2.28188
H20 -1.80489 1.46860 -3.07503
H21 -2.78870 2.67451 -3.92790
H22 -3.43185 1.06219 -3.61397
H23 -1.51757 3.28209 -1.19039
H24 -2.95399 4.05910 -0.53721
H25 -2.50920 4.32319 -2.22339
H26 -5.48194 1.99549 -2.33827
H27 -4.86522 3.54938 -2.90027
H28 -5.22863 3.31734 -1.19420
H29 -4.20436 3.37904 1.06936
H30 -2.72559 2.66171 1.72192
H31 -4.22631 2.63590 2.66757
H32 -6.07395 1.87947 0.19319
H33 -6.18826 1.25059 1.83518
H34 -6.00296 0.14358 0.47702
H35 -2.68649 0.16870 2.26085
H36 -3.97902 -0.89713 1.65299
H37 -4.30468 0.21264 2.97654
N3 0.11398 2.02395 -5.60420
N4 0.56967 2.27253 -4.32492
N5 0.63231 3.48192 -3.82998
C16 0.99614 3.23096 -2.58033
N6 1.14833 1.91774 -2.35354
N7 0.85732 1.31913 -3.50295
H38 0.28885 2.85820 -6.15539
H39 0.63131 1.23520 -5.97844
H40 1.14334 4.00156 -1.84527
Se3 2.70355 -1.28862 -2.50055
N8 0.99309 -1.69340 -2.22668
C17 0.84632 -2.96435 -2.58039
C18 -0.39610 -3.67405 -2.56970
C19 -0.40196 -4.97129 -2.95886
C20 0.79659 -5.64439 -3.37681
C21 1.98800 -5.00637 -3.42373
C22 2.04480 -3.63148 -3.02986
N9 3.14093 -2.88950 -3.04652
H41 -1.30493 -3.15199 -2.29997
H42 -1.33388 -5.52048 -2.97618
H43 0.72895 -6.68251 -3.67161
H44 2.89620 -5.49263 -3.75007